[1]
{"formula": "C37H36BrCl5N5OPRuSi", "method": "ωB97M-V with the def2-TZVPD basis set", "energy_ev": -200849.749, "multiplicity": 6, "orbital_gap_ev": [7.77, 5.08], "total_charge": 1, "relative_energy_ev": 0.890, "lumo_ha": [-0.0813, -0.1811], "homo_ev": [-9.988, -10.008], "symbols": ["Ru", "Cl", "C", "C", "Cl", "C", "Cl", "C", "O", "C", "Cl", "C", "Cl", "Br", "C", "C", "C", "C", "C", "N", "H", "H", "H", "H", "C", "P", "C", "C", "C", "C", "C", "C", "C", "C", "C", "C", "C", "C", "H", "H", "H", "H", "H", "H", "H", "H", "H", "H", "H", "H", "H", "N", "C", "C", "N", "C", "C", "N", "H", "H", "H", "H", "H", "C", "Si", "C", "C", "N", "C", "C", "C", "C", "C", "C", "H", "H", "H", "H", "H", "H", "H", "H", "H", "H", "H", "H", "H", "H"], "positions_angstrom": [[0.28, -0.11, 0.11], [-3.38, 6.36, 0.21], [-2.57, 4.91, -0.22], [-1.96, 4.13, 0.76], [-2.05, 4.58, 2.41], [-1.29, 2.98, 0.39], [-0.56, 1.96, 1.57], [-1.17, 2.54, -0.95], [-0.52, 1.47, -1.28], [-1.84, 3.33, -1.91], [-1.79, 2.78, -3.54], [-2.52, 4.49, -1.56], [-3.31, 5.42, -2.76], [2.50, 2.93, 0.81], [2.90, 1.44, 1.91], [4.07, 1.49, 2.66], [4.32, 0.45, 3.55], [3.38, -0.56, 3.67], [2.25, -0.52, 2.87], [2.03, 0.44, 1.97], [4.75, 2.32, 2.55], [5.22, 0.45, 4.14], [3.51, -1.37, 4.38], [1.49, -1.29, 2.96], [3.34, -2.01, -1.06], [2.35, -0.52, -1.49], [3.64, 0.76, -1.58], [3.40, 1.87, -2.39], [4.34, 2.88, -2.49], [5.53, 2.80, -1.78], [5.77, 1.70, -0.97], [4.83, 0.69, -0.86], [2.08, -0.79, -3.27], [3.16, -1.07, -4.10], [2.96, -1.32, -5.45], [1.68, -1.29, -5.98], [0.60, -0.97, -5.17], [0.80, -0.71, -3.82], [4.25, -2.04, -1.66], [2.75, -2.90, -1.27], [3.61, -2.00, 0.00], [2.47, 1.93, -2.94], [4.14, 3.73, -3.13], [6.26, 3.59, -1.86], [6.70, 1.63, -0.42], [5.03, -0.16, -0.22], [4.17, -1.08, -3.70], [3.81, -1.54, -6.09], [1.53, -1.49, -7.04], [-0.39, -0.92, -5.59], [-0.03, -0.41, -3.20], [-0.96, -4.74, -3.18], [-1.33, -3.50, -2.78], [-0.70, -2.83, -1.71], [-1.06, -1.61, -1.36], [-2.06, -1.02, -2.04], [-2.68, -1.70, -3.08], [-2.32, -2.91, -3.45], [-0.29, -5.28, -2.67], [-1.50, -5.18, -3.90], [0.10, -3.30, -1.16], [-2.33, -0.01, -1.78], [-3.48, -1.23, -3.64], [-2.45, -0.57, 3.81], [-2.59, -1.17, 2.02], [-3.31, 0.14, 0.87], [-3.82, -2.60, 1.87], [-0.95, -1.57, 1.51], [-0.33, -2.71, 1.87], [-0.92, -3.69, 2.72], [-0.26, -4.84, 3.06], [1.02, -5.10, 2.58], [1.65, -4.16, 1.76], [1.00, -3.01, 1.42], [-3.43, -0.25, 4.17], [-1.77, 0.28, 3.89], [-2.09, -1.36, 4.47], [-4.25, -0.22, 0.45], [-2.64, 0.36, 0.04], [-3.52, 1.08, 1.38], [-4.80, -2.23, 2.18], [-3.60, -3.48, 2.48], [-3.90, -2.92, 0.83], [-1.91, -3.50, 3.12], [-0.74, -5.56, 3.71], [1.53, -6.02, 2.84], [2.66, -4.35, 1.41], [1.49, -2.27, 0.79]]}

=====

[2]
{"formula": "C17H25F3N2O", "method": "ωB97M-V with the def2-TZVPD basis set", "energy_ev": -31215.096, "orbital_gap_ev": 8.47, "smiles": "CC(C)N1CCN(Cc2ccccc2C(F)(F)F)C[C@@H]1CCO", "total_charge": 0, "relative_energy_ev": 0.179, "lumo_ha": 0.0294, "homo_ev": -7.674, "symbols": ["C", "H", "H", "H", "C", "N", "C", "C", "N", "C", "H", "C", "H", "C", "C", "O", "H", "H", "H", "H", "H", "H", "C", "C", "C", "C", "C", "C", "C", "C", "F", "F", "F", "H", "H", "H", "H", "H", "H", "H", "H", "H", "H", "C", "H", "H", "H", "H"], "positions_angstrom": [[1.48, -3.14, 3.16], [1.60, -3.81, 4.00], [2.32, -2.45, 3.15], [1.51, -3.73, 2.25], [0.15, -2.40, 3.29], [-0.13, -1.36, 2.30], [0.35, -0.02, 2.58], [1.76, 0.25, 2.03], [1.87, -0.04, 0.62], [1.37, -1.35, 0.29], [1.34, -1.47, -0.79], [-0.01, -1.71, 0.89], [-0.12, -2.80, 0.81], [-1.16, -1.08, 0.07], [-2.54, -1.49, 0.59], [-2.85, -0.88, 1.82], [-2.07, -1.01, 2.38], [-2.59, -2.59, 0.68], [-3.31, -1.17, -0.12], [-1.06, -1.40, -0.96], [-1.09, 0.00, 0.11], [2.11, -2.07, 0.68], [1.88, 1.02, -0.36], [0.57, 1.72, -0.66], [-0.01, 2.52, 0.33], [-1.24, 3.12, 0.15], [-1.94, 2.93, -1.03], [-1.37, 2.19, -2.05], [-0.12, 1.59, -1.87], [0.47, 0.85, -3.04], [-0.29, 0.92, -4.14], [1.67, 1.35, -3.40], [0.67, -0.46, -2.81], [-1.89, 2.07, -2.98], [-2.91, 3.38, -1.17], [-1.66, 3.72, 0.94], [0.54, 2.69, 1.24], [2.58, 1.78, 0.00], [2.31, 0.60, -1.27], [2.04, 1.29, 2.21], [2.49, -0.38, 2.56], [0.35, 0.14, 3.66], [-0.35, 0.68, 2.13], [-1.00, -3.42, 3.33], [-1.96, -2.92, 3.45], [-1.03, -4.00, 2.41], [-0.85, -4.10, 4.16], [0.15, -1.88, 4.26]]}

=====

[3]
{"formula": "C19H32O4", "method": "ωB97M-V with the def2-TZVPD basis set", "energy_ev": -28412.489, "orbital_gap_ev": 9.13, "smiles": "CCCCCCCCCCCCCCOc1ccc(C(=O)O)o1", "total_charge": 0, "relative_energy_ev": 0.060, "lumo_ha": 0.0295, "homo_ev": -8.331, "symbols": ["C", "C", "C", "C", "C", "C", "C", "C", "C", "C", "C", "C", "C", "C", "H", "H", "O", "C", "C", "C", "C", "C", "O", "O", "H", "O", "H", "H", "H", "H", "H", "H", "H", "H", "H", "H", "H", "H", "H", "H", "H", "H", "H", "H", "H", "H", "H", "H", "H", "H", "H", "H", "H", "H", "H"], "positions_angstrom": [[-6.76, -1.26, 1.52], [-6.24, 0.10, 1.96], [-5.00, 0.55, 1.19], [-5.28, 0.83, -0.28], [-4.11, 1.50, -1.01], [-2.81, 0.69, -1.02], [-2.94, -0.66, -1.73], [-1.61, -1.38, -1.87], [-1.10, -1.96, -0.55], [0.25, -2.68, -0.68], [1.39, -1.70, -0.95], [2.78, -2.33, -0.95], [3.26, -2.90, 0.39], [3.42, -1.86, 1.50], [3.78, -2.35, 2.41], [2.48, -1.35, 1.72], [4.44, -0.90, 1.19], [4.05, 0.27, 0.69], [4.85, 1.26, 0.16], [3.97, 2.29, -0.21], [2.70, 1.87, 0.11], [1.40, 2.49, -0.09], [1.22, 3.57, -0.59], [0.39, 1.70, 0.32], [-0.46, 2.15, 0.15], [2.77, 0.63, 0.67], [4.21, 3.23, -0.67], [5.91, 1.24, 0.05], [2.56, -3.65, 0.75], [4.22, -3.38, 0.24], [2.79, -3.15, -1.67], [3.50, -1.59, -1.29], [1.24, -1.24, -1.93], [1.34, -0.90, -0.21], [0.20, -3.41, -1.48], [0.44, -3.21, 0.25], [-0.99, -1.16, 0.18], [-1.84, -2.66, -0.17], [-0.87, -0.68, -2.28], [-1.72, -2.20, -2.59], [-3.64, -1.30, -1.18], [-3.36, -0.48, -2.72], [-2.47, 0.53, 0.01], [-2.05, 1.28, -1.53], [-4.41, 1.70, -2.04], [-3.91, 2.46, -0.53], [-6.15, 1.49, -0.36], [-5.53, -0.10, -0.80], [-4.23, -0.23, 1.28], [-4.61, 1.46, 1.65], [-7.03, 0.85, 1.84], [-5.99, 0.05, 3.02], [-5.98, -2.01, 1.60], [-7.11, -1.23, 0.49], [-7.60, -1.57, 2.15]]}